This record from the OMol25 dataset describes a 2-piece molecular cluster, C4H4OS overall in a non-equilibrium geometry. The level of theory is wB97M-V/def2-TZVPD.

Computed properties:
energy relative to the best compared isomer or geometry (same formula, charge and spin)	6.823	eV
LUMO	-0.98	eV

ORCA input file:
```
! wB97M-V def2-TZVPD RIJCOSX def2/J DEFGRID3
* xyz 0 1
C 0.311 0.249 -1.493
C 0.181 0.204 -0.287
C 0.056 0.489 -3.648
C 0.109 -0.049 1.129
O 0.019 -0.949 -5.754
S 0.127 -0.957 -4.294
H -0.343 1.429 -3.487
H -0.857 0.255 1.579
H 0.830 0.710 1.338
H 0.440 -1.010 1.483
*
```

This record from the OMol25 dataset describes C4H4OS in the gas phase in a non-equilibrium geometry. The level of theory is wB97M-V/def2-TZVPD.

Computed properties:
energy relative to the best compared isomer or geometry (same formula, charge and spin)	3.359	eV
LUMO	-0.06	eV

ORCA input file:
```
! wB97M-V def2-TZVPD RIJCOSX def2/J DEFGRID3
* xyz 0 1
C -2.255 0.185 -0.106
C 0.414 -0.687 0.023
C -0.835 -0.229 0.036
C 1.537 0.251 0.052
O -1.376 1.150 -0.013
S -3.732 -0.412 0.029
H 0.708 -1.790 -0.032
H 2.082 0.671 0.925
H 2.279 -0.342 -0.578
H 1.177 1.203 -0.336
*
```

This record from the OMol25 dataset describes a 2-piece molecular cluster, C4H4OS overall in a non-equilibrium geometry. The level of theory is wB97M-V/def2-TZVPD.

Computed properties:
energy relative to the best compared isomer or geometry (same formula, charge and spin)	3.403	eV
LUMO (alpha / beta)	0.58 / -2.36	eV

ORCA input file:
```
! wB97M-V def2-TZVPD RIJCOSX def2/J DEFGRID3
* xyz 0 3
C 0.493 -0.379 -1.535
C 0.951 -0.334 -0.415
C -2.248 0.665 -0.475
C 1.323 -0.289 1.045
O -2.007 1.294 -1.420
S -2.633 -0.005 0.854
H -0.103 -0.063 -2.400
H 0.862 -1.233 1.576
H 0.893 0.526 1.638
H 2.468 -0.182 1.132
*
```

This record from the OMol25 dataset describes C4H4OS3 as an isolated structure in a non-equilibrium geometry. The level of theory is wB97M-V/def2-TZVPD.

Computed properties:
energy relative to the best compared isomer or geometry (same formula, charge and spin)	2.921	eV
LUMO	0.00	eV

ORCA input file:
```
! wB97M-V def2-TZVPD RIJCOSX def2/J DEFGRID3
* xyz 0 1
C -0.210 0.899 0.581
C 1.025 0.363 -0.048
C -0.321 -0.763 -1.810
C -0.027 -0.660 0.331
H -0.899 0.664 2.848
H -0.916 1.446 0.029
H 1.930 0.001 0.521
H -0.068 -1.621 1.041
O -0.727 -1.178 -0.693
S 0.117 1.326 2.287
S 1.156 0.049 -1.716
S -1.061 -0.526 -3.372
*
```

This record from the OMol25 dataset describes C4H4OV as an isolated structure in a non-equilibrium geometry. The level of theory is wB97M-V/def2-TZVPD.

Computed properties:
energy relative to the best compared isomer or geometry (same formula, charge and spin)	0.000	eV
LUMO (alpha / beta)	-4.59 / -4.52	eV

ORCA input file:
```
! wB97M-V def2-TZVPD RIJCOSX def2/J DEFGRID3
* xyz 1 5
H 1.929 0.428 -1.790
C 0.845 0.437 -2.025
C -0.002 0.571 -1.052
H 0.510 0.150 -3.024
C -0.648 0.656 0.109
C -0.615 -0.465 1.011
O -0.031 -0.434 2.102
V 0.157 -1.508 3.601
H -1.121 1.585 0.437
H -1.024 -1.419 0.633
*
```

This record from the OMol25 dataset describes C4H4P2 in the gas phase in a non-equilibrium geometry. The level of theory is wB97M-V/def2-TZVPD.

Computed properties:
energy relative to the best compared isomer or geometry (same formula, charge and spin)	5.068	eV
LUMO (alpha / beta)	-1.38 / -1.38	eV

ORCA input file:
```
! wB97M-V def2-TZVPD RIJCOSX def2/J DEFGRID3
* xyz 0 1
C -0.032 1.598 -0.045
C 0.589 0.407 -0.062
C 0.112 -0.821 -0.804
C -0.015 -0.790 0.719
P -2.798 0.778 -0.063
P -1.619 -0.958 -0.015
H 0.485 2.350 0.341
H 1.752 0.329 -0.038
H 0.719 -1.603 -1.305
H 0.807 -1.290 1.272
*
```